Record 1
{"formula": "C12H5BrN5O6S", "method": "ωB97M-V with the def2-TZVPD basis set", "species": ["Br", "C", "C", "C", "C", "S", "C", "C", "H", "H", "H", "H", "O", "N", "C", "C", "N", "O", "C", "N", "O", "O", "C", "C", "N", "O", "O", "N", "C", "H"], "coordinates": [[4.34748, 0.09801, -2.30787], [2.44998, 0.17230, -2.32793], [1.72851, -1.04103, -2.35297], [0.33303, -0.98784, -2.28996], [-0.30344, 0.25805, -2.12685], [-1.95614, 0.28411, -1.74552], [0.41822, 1.46128, -2.27308], [1.80408, 1.41963, -2.34446], [2.24781, -1.99175, -2.39796], [-0.28073, -1.87538, -2.32000], [-0.13566, 2.39945, -2.27068], [2.38152, 2.33979, -2.39087], [2.01272, -0.77180, 3.99912], [1.34019, -0.07533, 3.25351], [0.38474, -0.26552, 2.28226], [-0.07540, 0.99648, 1.84119], [0.61269, 1.98542, 2.49396], [1.43507, 1.32279, 3.36921], [-1.20272, 1.10596, 0.96230], [-1.77574, 2.34397, 0.50802], [-3.00206, 2.28847, 0.21821], [-1.12008, 3.39869, 0.39621], [-1.87446, -0.07868, 0.44951], [-1.29335, -1.31060, 0.91704], [-1.73492, -2.59636, 0.63694], [-2.56959, -3.06629, -0.10914], [-0.93355, -3.47217, 1.48027], [-0.02140, -2.75739, 2.20853], [-0.23211, -1.45341, 1.82659], [-2.98469, -0.13085, 0.41441]], "forces_ev_per_a": [[-0.0049, 0.0410, -0.0423], [-0.8350, -0.2547, -0.1469], [-0.0760, 0.8235, 0.0363], [0.9354, 0.8321, 0.3008], [1.1368, -0.1631, -0.6569], [-1.4532, -0.6987, 0.7767], [-0.0171, -0.6724, 0.4018], [0.2987, -0.5030, -0.0923], [0.0141, 0.1294, -0.0251], [0.0448, -0.1338, 0.1110], [0.2431, -0.1802, 0.1669], [-0.0497, -0.2181, 0.0209], [-0.3963, 0.1532, -0.5624], [-1.7897, 0.7807, -1.4516], [1.7435, 0.0804, 1.8222], [0.5683, 2.3514, 0.4871], [-1.4199, -1.8144, -1.2753], [0.9420, -0.5592, 0.5422], [-0.2563, 0.5014, -0.2342], [-1.0048, 0.2118, 0.4126], [1.6673, 0.2311, 0.2805], [-0.3460, -1.4736, 0.4239], [-1.0985, 1.0505, -1.3129], [-0.4142, -2.8836, -0.7530], [1.2256, 2.0176, 1.0485], [0.4054, 0.0555, 0.5367], [-0.5331, 0.2967, -0.6987], [-0.8004, 2.9141, -1.3678], [0.3982, -3.2266, 0.9996], [0.8721, 0.3109, 0.2518]], "max_force_ev_per_a": 3.4, "charge": -1, "homo_lumo_gap_ev": 6.41}

---

Record 2
{"formula": "C22H28N2O4S", "method": "ωB97M-V with the def2-TZVPD basis set", "species": ["C", "C", "N", "C", "S", "N", "C", "C", "C", "C", "C", "O", "C", "C", "O", "C", "C", "C", "C", "C", "O", "C", "C", "C", "C", "C", "C", "O", "C", "H", "H", "H", "H", "H", "H", "H", "H", "H", "H", "H", "H", "H", "H", "H", "H", "H", "H", "H", "H", "H", "H", "H", "H", "H", "H", "H", "H"], "coordinates": [[3.68057, -3.65399, 0.08954], [3.92747, -2.60238, -0.98878], [2.99208, -1.50602, -0.90066], [3.26303, -0.35809, -0.23881], [4.80602, -0.02050, 0.27876], [2.26064, 0.53369, -0.04148], [2.60032, 1.81465, 0.55744], [1.53221, 2.87378, 0.31053], [0.22412, 2.35725, 0.82366], [-0.65922, 3.13389, 1.56354], [-1.82867, 2.59212, 2.06732], [-2.76184, 3.27229, 2.78636], [-2.54198, 4.63640, 3.04387], [-2.10502, 1.22217, 1.85391], [-3.26172, 0.76398, 2.40581], [-3.57564, -0.59883, 2.26384], [-1.21200, 0.45533, 1.12837], [-0.05805, 1.02279, 0.59683], [0.86332, 0.21052, -0.27416], [0.51074, 0.45058, -1.77082], [-0.87120, 0.40416, -2.03146], [-1.61911, -0.71585, -1.81024], [-2.97194, -0.45963, -1.59787], [-3.88316, -1.47779, -1.39902], [-3.44445, -2.78821, -1.39271], [-2.10662, -3.06601, -1.61189], [-1.18376, -2.05260, -1.83968], [0.15042, -2.30963, -2.09082], [0.51590, -3.62579, -2.43973], [3.80895, -3.20849, 1.07288], [2.67140, -4.05594, 0.01605], [4.38953, -4.47006, -0.01712], [4.93013, -2.18518, -0.87574], [3.83946, -3.04851, -1.98419], [2.03651, -1.72852, -1.13348], [2.73741, 1.68358, 1.63914], [3.55974, 2.13221, 0.14013], [1.46844, 3.09976, -0.75671], [1.81795, 3.79037, 0.82743], [-0.41611, 4.17061, 1.73455], [-3.40510, 4.96885, 3.61828], [-1.63316, 4.79474, 3.63419], [-2.47888, 5.21730, 2.11757], [-3.68209, -0.88417, 1.21165], [-4.52841, -0.73286, 2.77359], [-2.82122, -1.23663, 2.73727], [-1.40799, -0.59237, 0.96183], [0.69450, -0.84866, -0.04061], [0.79195, 1.46967, -2.04442], [1.06813, -0.24349, -2.40713], [-3.27923, 0.57400, -1.59578], [-4.92581, -1.24660, -1.24505], [-4.13478, -3.60027, -1.22544], [-1.78452, -4.09500, -1.61221], [0.47981, -4.29955, -1.57714], [1.54136, -3.56277, -2.80207], [-0.12271, -4.01810, -3.23542]], "forces_ev_per_a": [[0.0633, 0.2227, -0.1867], [0.2006, -0.3482, 0.0606], [-0.5221, 0.0673, 0.0366], [0.1124, 0.0683, -0.1269], [0.7925, 0.0534, 0.3248], [-0.0028, -0.1469, -0.2335], [0.2431, 0.5486, 0.1691], [-0.0305, -0.2643, 0.0005], [-0.0230, -0.2268, -0.0874], [-0.2242, 0.0349, 0.0767], [-0.1303, -0.1059, 0.0409], [0.0477, -0.3797, -0.1192], [0.0486, 0.2109, 0.0349], [-0.0755, 0.0897, 0.0777], [0.1667, 0.4148, -0.0054], [-0.0359, -0.2635, -0.0657], [-0.1551, 0.0618, 0.1565], [0.0906, 0.1795, 0.1759], [-0.5034, -0.1114, -0.4058], [0.6592, 0.0022, 0.1593], [-0.3297, -0.3051, -0.1755], [-0.1506, -0.0285, -0.0625], [0.2044, -0.0836, -0.0669], [0.0084, -0.0072, -0.0408], [-0.0491, -0.0314, 0.0071], [0.0944, -0.0657, 0.0248], [0.1899, 0.1281, -0.0136], [-0.3348, 0.4267, 0.0979], [0.0626, -0.2842, -0.0578], [0.0034, 0.0309, 0.1059], [-0.1031, -0.0829, 0.0246], [0.0634, -0.1502, 0.0200], [-0.1800, -0.1008, -0.1577], [0.0346, 0.0482, 0.0285], [-0.0907, 0.1035, -0.0424], [0.0530, 0.0704, -0.1218], [-0.2151, -0.0470, 0.1385], [0.0504, 0.0870, -0.0254], [0.0286, -0.0085, -0.0308], [-0.0155, 0.1323, 0.0669], [0.0796, 0.0261, -0.0373], [-0.0254, -0.0065, -0.0378], [0.0145, -0.0260, 0.0321], [0.0387, 0.0148, 0.0963], [0.0567, -0.0477, -0.0391], [-0.0102, 0.0200, -0.0241], [-0.0691, -0.1159, 0.0077], [0.0352, 0.1153, -0.0073], [0.0431, -0.1127, 0.1019], [-0.0799, 0.1722, 0.0745], [-0.0148, 0.1434, 0.0164], [-0.0982, 0.0363, 0.0219], [-0.0618, -0.0785, 0.0058], [0.0785, -0.0759, -0.0127], [-0.0136, 0.0285, -0.0515], [-0.0395, -0.0500, 0.0239], [0.0197, 0.0174, 0.0275]], "smiles": "CCNC(=S)N1CCc2cc(OC)c(OC)cc2[C@H]1COc1ccccc1OC", "max_force_ev_per_a": 0.9, "charge": 0, "homo_lumo_gap_ev": 8.23}

---

Record 3
{"formula": "H13O6", "method": "ωB97M-V with the def2-TZVPD basis set", "species": ["O", "H", "H", "O", "H", "H", "O", "H", "H", "O", "H", "H", "O", "H", "H", "O", "H", "H", "H"], "coordinates": [[1.70833, 0.25969, -0.84415], [1.74970, -0.26508, -1.67020], [2.09595, 1.04276, -1.28500], [2.80245, -3.79730, -0.82412], [3.19290, -3.76501, -1.69057], [2.18586, -4.51434, -0.90981], [-0.06281, -1.51772, 1.28163], [0.80257, -1.51432, 0.81687], [0.13360, -1.96001, 2.10799], [0.01862, 2.29297, 2.52722], [0.19575, 3.23358, 2.56280], [-0.27103, 2.06192, 3.41432], [-4.01328, 1.93281, -2.31660], [-4.06640, 2.75570, -2.78498], [-4.35125, 1.25153, -2.88490], [-0.55878, 0.80568, 0.32233], [-0.11326, 1.36622, 0.99196], [-0.35589, 0.53533, -0.58948], [-0.52719, -0.14765, 0.70158]], "forces_ev_per_a": [[0.3614, 0.2094, -2.1670], [-0.1523, -0.6863, 0.7632], [-0.0558, 0.2471, 1.0628], [-0.0651, 0.5322, 0.3640], [0.5025, 0.1464, -0.5265], [-0.5095, -0.6199, 0.1730], [0.9867, 0.2675, -1.0772], [-0.4365, -0.2701, 0.2699], [-0.2676, -0.0681, 0.4756], [0.0401, -0.3706, -0.3760], [0.0842, 0.3007, -0.1023], [-0.0677, -0.1626, 0.0383], [0.5305, -0.2408, 0.9804], [-0.1649, 0.4925, -0.4745], [-0.3157, -0.2732, -0.4975], [-2.1983, -2.5265, 0.2990], [0.7828, 1.0346, -0.0480], [1.2340, 1.6948, -0.2605], [-0.2888, 0.2929, 1.1033]], "max_force_ev_per_a": 3.4, "charge": 1, "homo_lumo_gap_ev": 10.77}

---

Record 4
{"formula": "C3H5EuO3", "method": "ωB97M-V with the def2-TZVPD basis set", "species": ["H", "C", "C", "O", "C", "O", "Eu", "O", "H", "H", "H", "H"], "coordinates": [[1.55456, -0.30327, -1.75576], [1.76467, -0.33337, -0.66616], [0.81934, -1.34575, -0.07732], [-0.57425, -1.20842, -0.48553], [-1.21279, -0.14386, -0.15698], [-2.43037, -0.20581, -0.59977], [0.04973, 1.67420, 0.95123], [1.68044, 0.95828, -0.16278], [2.76632, -0.74470, -0.42802], [1.34928, -2.30018, -0.79931], [0.91849, -1.57081, 0.98939], [-2.74098, 0.66562, -0.87709]], "forces_ev_per_a": [[0.5074, -0.2634, 0.3442], [0.2394, 0.8821, -0.0070], [2.2455, -3.2318, -2.8581], [-0.0110, -0.5489, 0.3470], [0.6734, -0.2190, -0.4719], [-0.6276, -0.4675, -0.9969], [0.8070, 1.4907, 0.9024], [-0.5213, 0.1608, 0.3222], [-0.2966, 0.0635, -0.5184], [-2.4138, 2.0804, 2.6276], [-0.2417, 0.0442, -0.2159], [-0.3609, 0.0089, 0.5248]], "max_force_ev_per_a": 4.9, "multiplicity": 8, "charge": 1, "homo_lumo_gap_ev": [7.95, 8.94]}